Molecular formula: C29H56IrNO5P2SSi
Method: DFT, ωB97M-V/def2-TZVPD

Positions of all 96 atoms, in Å:
1 C 2.141 -4.945 0.991
2 C 2.157 -3.523 0.879
3 N 1.254 -2.915 0.028
4 C 0.381 -3.654 -0.647
5 C 0.215 -5.025 -0.392
6 C 1.141 -5.676 0.409
7 C 2.966 -2.674 1.627
8 P 2.850 -0.879 1.480
9 Ir 1.460 -0.816 -0.393
10 P 0.422 -1.434 -2.282
11 C -0.484 -2.917 -1.642
12 C 2.027 1.131 -1.029
13 C 2.022 2.146 -0.093
14 C 2.513 3.432 -0.382
15 C 3.064 3.700 -1.646
16 C 3.090 2.673 -2.596
17 C 2.603 1.394 -2.278
18 O 6.753 -3.841 -0.110
19 O 6.112 -0.565 -2.702
20 H 2.920 -5.387 1.601
21 H -0.602 -5.537 -0.909
22 H 1.041 -6.754 0.582
23 C 2.264 -0.510 3.166
24 C 4.507 -0.073 1.412
25 H -0.773 -3.576 -2.476
26 H -1.391 -2.577 -1.113
27 H 6.038 -3.662 0.497
28 H 3.549 -3.117 2.444
29 C -0.787 -0.269 -2.987
30 C 1.342 -2.041 -3.711
31 H 1.665 1.939 0.920
32 H 2.493 4.230 0.370
33 H 3.485 4.700 -1.866
34 H 3.574 2.882 -3.559
35 H 2.745 0.585 -2.989
36 H 2.889 -1.586 -0.468
37 H 5.695 0.057 -2.086
38 H 5.716 -1.401 -2.333
39 H 6.221 -4.036 -0.905
40 H 2.747 -1.401 -1.440
41 H 3.075 -0.805 3.854
42 H 2.006 0.542 3.346
43 H 1.373 -1.127 3.360
44 H 5.136 -0.353 2.280
45 H 5.015 -0.329 0.464
46 H 4.389 1.027 1.435
47 H 0.638 -2.469 -4.446
48 H 1.888 -1.210 -4.183
49 H 2.065 -2.807 -3.399
50 H -1.071 -0.591 -4.019
51 H -1.690 -0.198 -2.337
52 H -0.306 0.734 -3.036
53 C -4.713 -0.526 1.062
54 C -4.131 -0.676 -0.331
55 C -3.914 -2.142 -0.670
56 C -5.060 -0.060 -1.362
57 O -2.876 0.024 -0.443
58 Si -1.751 0.722 0.497
59 S -0.484 -0.708 1.128
60 O -1.140 1.948 -0.442
61 C -1.700 3.239 -0.861
62 C -0.820 3.735 -1.992
63 C -3.140 3.042 -1.312
64 C -1.590 4.179 0.327
65 O -2.478 1.429 1.775
66 C -2.184 1.495 3.191
67 C -0.793 2.063 3.414
68 C -3.245 2.453 3.715
69 C -2.345 0.126 3.830
70 H -5.711 -0.984 1.125
71 H -4.838 0.524 1.343
72 H -4.097 -1.013 1.823
73 H -4.875 -2.676 -0.651
74 H -3.515 -2.229 -1.686
75 H -3.222 -2.642 0.020
76 H -5.236 1.001 -1.153
77 H -4.607 -0.160 -2.353
78 H -6.030 -0.569 -1.374
79 H -0.816 3.032 -2.826
80 H -1.181 4.706 -2.337
81 H 0.204 3.839 -1.631
82 H -3.565 3.973 -1.703
83 H -3.196 2.321 -2.134
84 H -3.811 2.715 -0.504
85 H -2.162 3.829 1.196
86 H -0.542 4.249 0.628
87 H -1.933 5.186 0.067
88 H -0.693 3.027 2.911
89 H -0.605 2.236 4.483
90 H -0.001 1.412 3.034
91 H -4.238 2.050 3.475
92 H -3.177 2.596 4.799
93 H -3.125 3.431 3.228
94 H -3.352 -0.252 3.651
95 H -1.647 -0.622 3.439
96 H -2.210 0.184 4.918

orbital gap (spin up / spin down)	3.82 / 5.31	eV
total charge	+1
HOMO energy (spin up / spin down)	-6.560 / -10.940	eV
<S²>	8.851
multiplicity	6
largest force on an atom	5.35	eV/Å
electronic energy	-82831.29942	eV

Results of the Löwdin charge analysis, in e, for atoms 1 through 2:
1. C 0.013
2. C -0.328



Molecular formula: C29H56O3
Method: DFT, ωB97M-V/def2-TZVPD

Positions of all 88 atoms, in Å:
1 C 2.632 -1.501 1.816
2 C 3.428 -0.293 1.021
3 C 4.502 0.536 1.941
4 C 3.846 1.395 3.174
5 C 2.888 2.652 2.701
6 C 1.294 2.276 2.575
7 C 0.354 3.406 3.304
8 C -0.588 4.280 2.252
9 C -2.174 4.020 2.580
10 C -2.844 3.408 1.179
11 C -4.403 2.982 1.526
12 C -4.710 1.421 1.110
13 C -6.339 1.050 1.164
14 C -6.527 0.218 2.602
15 C -6.804 0.906 3.917
16 C -6.820 -0.414 4.895
17 O -6.770 -0.133 6.210
18 O -6.843 -1.722 4.217
19 C -6.401 -1.416 2.816
20 O -5.985 -2.383 1.988
21 H 2.529 -1.281 2.961
22 H 3.128 -2.551 1.583
23 H 1.543 -1.554 1.345
24 H 4.068 -0.838 0.174
25 H 2.700 0.434 0.455
26 H 5.213 -0.282 2.438
27 H 5.153 1.221 1.243
28 H 4.763 1.894 3.754
29 H 3.316 0.709 3.992
30 H 3.289 3.203 1.723
31 H 2.985 3.472 3.563
32 H 1.026 1.231 3.078
33 H 0.931 2.213 1.441
34 H 0.968 4.219 3.920
35 H -0.328 2.864 4.105
36 H -0.355 3.970 1.138
37 H -0.374 5.423 2.410
38 H -2.782 4.998 2.843
39 H -2.370 3.190 3.406
40 H -2.766 4.200 0.315
41 H -2.161 2.497 0.880
42 H -5.200 3.687 0.999
43 H -4.536 3.146 2.687
44 H -4.138 0.749 1.914
45 H -4.240 1.213 0.056
46 H -6.941 2.053 1.133
47 H -6.590 0.386 0.225
48 H -6.930 2.045 4.158
49 C 1.512 -4.499 -1.409
50 C 0.152 -5.079 -1.765
51 C -0.674 -4.168 -2.676
52 C -1.043 -2.804 -2.079
53 C -1.822 -2.857 -0.761
54 C -3.176 -3.536 -0.890
55 H 1.419 -3.566 -0.846
56 H 2.072 -5.206 -0.787
57 H 2.101 -4.301 -2.310
58 H -0.400 -5.311 -0.848
59 H 0.308 -6.035 -2.280
60 H -1.589 -4.699 -2.966
61 H -0.119 -3.997 -3.607
62 H -1.637 -2.253 -2.820
63 H -0.133 -2.215 -1.925
64 H -1.981 -1.830 -0.414
65 H -1.232 -3.355 0.014
66 H -3.802 -3.025 -1.628
67 H -3.701 -3.513 0.072
68 H -3.077 -4.584 -1.186
69 C 2.850 -2.103 -4.331
70 C 3.853 -1.327 -3.492
71 C 3.277 -0.040 -2.898
72 C 2.820 1.008 -3.921
73 C 3.899 1.475 -4.904
74 C 5.071 2.167 -4.226
75 H 2.519 -1.529 -5.201
76 H 3.304 -3.029 -4.700
77 H 1.970 -2.372 -3.738
78 H 4.744 -1.109 -4.092
79 H 4.187 -1.969 -2.668
80 H 4.025 0.404 -2.230
81 H 2.420 -0.294 -2.261
82 H 2.438 1.880 -3.374
83 H 1.972 0.616 -4.492
84 H 3.441 2.179 -5.607
85 H 4.263 0.635 -5.502
86 H 4.735 3.040 -3.658
87 H 5.791 2.509 -4.977
88 H 5.600 1.494 -3.545

orbital gap	8.60	eV
SMILES	CCCCCCCCCCCCCC1=CC(=O)OC1=O.CCCCCC.CCCCCC
total charge	0
HOMO energy	-10.130	eV
largest force on an atom	9.52	eV/Å
electronic energy	-37114.23083	eV

Results of the Löwdin charge analysis, in e, for atoms 1 through 2:
1. C -0.138
2. C -0.266



Molecular formula: C29H57BBrClFMgN3NaO11
Method: DFT, ωB97M-V/def2-TZVPD

Positions of all 106 atoms, in Å:
1 C -3.813 0.074 4.497
2 C -2.969 -0.491 3.863
3 C -1.996 -1.082 2.987
4 C -2.704 -1.578 1.719
5 C -2.016 -1.423 0.338
6 C -0.657 -0.799 0.204
7 C 0.484 -1.466 1.019
8 C 0.434 -2.999 1.028
9 C 1.759 -3.615 0.564
10 C 2.882 -3.512 1.598
11 N 4.177 -3.249 0.872
12 C -0.364 0.717 0.342
13 C -1.144 1.761 1.167
14 Br -3.092 1.654 1.222
15 C -0.451 1.980 2.502
16 C 0.409 3.213 2.495
17 N -0.327 1.296 -1.063
18 C 0.304 0.287 -1.991
19 C -0.531 0.479 -3.264
20 B -0.347 1.948 -3.861
21 O 0.633 2.152 -4.735
22 O -1.213 2.915 -3.429
23 C 1.756 0.498 -2.381
24 C 2.848 0.155 -1.417
25 O 3.182 -0.919 -1.056
26 O 3.613 1.261 -1.074
27 C 3.056 2.157 -0.179
28 C 3.580 2.139 1.229
29 O 2.259 2.958 -0.517
30 C -0.095 -1.053 -1.276
31 C -0.899 -1.950 -2.212
32 H -4.591 0.399 5.091
33 H -1.593 -1.905 3.547
34 H -1.247 -0.330 2.841
35 H -3.647 -1.075 1.676
36 H -2.964 -2.605 1.881
37 H -2.019 -2.402 -0.083
38 H -2.688 -0.870 -0.296
39 H 1.432 -1.114 0.678
40 H 0.443 -1.173 2.056
41 H -0.311 -3.399 0.360
42 H 0.208 -3.350 2.015
43 H 1.544 -4.656 0.385
44 H 2.019 -3.181 -0.384
45 H 2.957 -4.493 2.070
46 H 2.676 -2.738 2.305
47 H 4.287 -2.238 0.836
48 H 4.066 -3.557 -0.093
49 H 0.633 0.844 0.710
50 H -0.996 2.690 0.665
51 H 0.095 1.099 2.791
52 H -1.220 2.107 3.243
53 H 0.614 3.578 1.510
54 H -0.047 4.033 3.014
55 H 1.317 2.923 2.995
56 H -1.307 1.476 -1.252
57 H 0.250 2.140 -1.075
58 H -0.223 -0.179 -4.051
59 H -1.583 0.400 -3.058
60 H 1.445 2.355 -4.236
61 H -0.774 3.766 -3.364
62 H 1.988 1.501 -2.690
63 H 1.906 -0.102 -3.257
64 H 3.357 1.151 1.737
65 H 3.246 3.073 1.865
66 H 4.644 2.260 1.112
67 H 0.800 -1.629 -1.186
68 H -1.907 -1.636 -2.367
69 H -0.385 -2.125 -3.135
70 H -0.982 -2.913 -1.735
71 C 6.726 2.636 -1.325
72 C 8.104 2.308 -0.805
73 O 8.612 2.933 0.092
74 C 8.821 1.152 -1.466
75 H 6.324 3.482 -0.770
76 H 6.775 2.899 -2.382
77 H 6.066 1.779 -1.191
78 H 8.957 1.354 -2.529
79 H 8.242 0.235 -1.343
80 H 9.796 1.020 -1.003
81 C -9.367 -0.693 3.391
82 C -7.924 -0.218 3.441
83 O -6.978 -1.213 3.096
84 C -7.078 -1.745 1.803
85 C -6.884 -0.708 0.703
86 H -9.494 -1.592 3.992
87 H -10.033 0.081 3.772
88 H -9.685 -0.934 2.372
89 H -7.679 0.077 4.460
90 H -7.783 0.677 2.817
91 H -8.028 -2.275 1.674
92 H -6.289 -2.491 1.720
93 H -7.700 0.027 0.710
94 H -6.863 -1.195 -0.277
95 H -5.951 -0.160 0.844
96 F 3.037 2.712 3.496
97 O -0.769 -1.726 -6.106
98 H -1.528 -1.679 -6.693
99 H -0.042 -1.373 -6.632
100 N 4.096 1.764 -5.220
101 O 5.001 0.955 -4.961
102 O 3.690 1.929 -6.374
103 O 3.571 2.425 -4.268
104 Na -8.633 0.953 -0.783
105 Cl 4.955 0.357 2.421
106 Mg 5.084 -5.069 1.441

orbital gap	2.08	eV
total charge	+1
HOMO energy	-8.538	eV
largest force on an atom	3.12	eV/Å
electronic energy	-153790.88728	eV

Results of the Löwdin charge analysis, in e, for atoms 1 through 2:
1. C 0.126
2. C -0.174



Molecular formula: C29H58ClN4O3
Method: DFT, ωB97M-V/def2-TZVPD

Positions of all 95 atoms, in Å:
1 C 2.098 -4.818 -1.093
2 N 2.991 -5.642 -0.288
3 C 4.004 -4.872 0.425
4 C 3.461 -3.844 1.491
5 Cl 1.870 -4.414 2.220
6 C 3.341 -2.395 0.898
7 C 4.584 -1.477 1.121
8 C 4.162 -0.056 0.589
9 C 5.837 -1.877 0.257
10 N 4.999 -1.325 2.544
11 O 4.784 -0.160 3.036
12 C 4.513 -2.411 3.413
13 C 5.581 -2.558 4.578
14 C 3.172 -2.056 4.153
15 C 4.478 -3.790 2.691
16 H 1.444 -4.133 -0.502
17 H 1.423 -5.448 -1.703
18 H 2.662 -4.177 -1.805
19 H 2.496 -6.284 0.312
20 H 4.623 -5.613 0.979
21 H 4.652 -4.404 -0.340
22 H 3.242 -2.510 -0.204
23 H 2.396 -1.906 1.215
24 H 3.931 -0.205 -0.493
25 H 3.227 0.304 1.055
26 H 4.987 0.673 0.625
27 H 6.029 -2.965 0.257
28 H 5.777 -1.457 -0.764
29 H 6.713 -1.408 0.754
30 H 5.372 -1.865 5.411
31 H 5.471 -3.598 4.953
32 H 6.614 -2.460 4.194
33 H 3.260 -1.127 4.739
34 H 2.911 -2.884 4.842
35 H 2.360 -1.938 3.407
36 H 5.487 -3.935 2.236
37 H 4.312 -4.605 3.413
38 C -0.616 1.670 -4.805
39 C 0.601 1.008 -4.099
40 C 0.285 -0.306 -3.348
41 C -0.306 -0.183 -1.947
42 C 0.458 0.852 -1.126
43 C 0.546 2.190 -1.866
44 N 1.188 2.039 -3.205
45 O 2.458 1.753 -3.029
46 C -0.889 2.757 -1.940
47 C 1.291 3.223 -1.010
48 C 1.482 0.570 -5.288
49 H -0.950 2.591 -4.337
50 H -0.355 1.987 -5.816
51 H -1.468 0.987 -4.869
52 H 1.225 -0.858 -3.228
53 H -0.355 -0.942 -3.965
54 H -1.369 0.063 -2.002
55 H -0.249 -1.153 -1.445
56 H -0.041 0.983 -0.162
57 H 1.459 0.472 -0.896
58 H -0.906 3.740 -2.414
59 H -1.311 2.870 -0.940
60 H -1.588 2.111 -2.471
61 H 2.308 2.914 -0.762
62 H 0.766 3.382 -0.067
63 H 1.340 4.185 -1.524
64 H 1.869 1.422 -5.850
65 H 0.877 -0.031 -5.970
66 H 2.325 -0.053 -4.983
67 C -6.481 2.469 -1.066
68 C -5.268 1.787 -0.372
69 C -5.598 0.490 0.403
70 C -6.162 0.642 1.811
71 C -5.364 1.669 2.609
72 C -5.262 2.997 1.851
73 N -4.642 2.821 0.505
74 O -3.370 2.518 0.681
75 C -6.689 3.591 1.790
76 C -4.483 4.026 2.681
77 C -4.425 1.306 -1.574
78 H -6.785 3.404 -0.606
79 H -6.231 2.765 -2.085
80 H -7.350 1.806 -1.105
81 H -4.670 -0.081 0.513
82 H -6.264 -0.139 -0.194
83 H -7.221 0.909 1.770
84 H -6.117 -0.323 2.323
85 H -5.845 1.824 3.578
86 H -4.368 1.273 2.827
87 H -6.695 4.568 1.306
88 H -7.083 3.719 2.799
89 H -7.410 2.953 1.279
90 H -3.469 3.701 2.915
91 H -4.988 4.208 3.630
92 H -4.424 4.981 2.153
93 H -4.028 2.133 -2.166
94 H -5.058 0.707 -2.231
95 H -3.592 0.666 -1.277

orbital gap (spin up / spin down)	8.97 / 8.79	eV
total charge	0
HOMO energy (spin up / spin down)	-8.431 / -8.885	eV
<S²>	3.762
multiplicity	4
largest force on an atom	3.32	eV/Å
electronic energy	-55632.81396	eV

Results of the Löwdin charge analysis, in e, for atoms 1 through 2:
1. C -0.162
2. N -0.144



Molecular formula: C29H58FO14PS5
Method: DFT, ωB97M-V/def2-TZVPD

Positions of all 108 atoms, in Å:
1 C 4.619 0.382 3.139
2 C 4.880 -0.583 1.985
3 O 3.719 -1.367 1.634
4 P 2.688 -0.750 0.600
5 O 2.034 0.501 1.018
6 C 1.599 -2.151 0.323
7 C 0.295 -1.813 -0.410
8 C -0.598 -0.772 0.292
9 C -2.060 -1.232 0.366
10 C -2.188 -2.305 1.463
11 C -3.634 -2.705 1.758
12 S -4.565 -1.278 2.178
13 O -3.933 -0.647 3.300
14 O -5.960 -1.568 2.227
15 O -4.332 -0.392 0.894
16 C -2.940 -0.018 0.628
17 C -3.025 0.985 -0.534
18 C -2.373 2.317 -0.230
19 F -2.451 0.451 -1.698
20 O 3.565 -0.583 -0.727
21 C 3.175 0.446 -1.662
22 C 3.709 1.824 -1.279
23 H 4.650 1.417 2.802
24 H 3.666 0.165 3.619
25 H 5.412 0.271 3.880
26 H 5.260 -0.053 1.110
27 H 5.644 -1.310 2.254
28 H 2.163 -2.901 -0.233
29 H 1.371 -2.573 1.306
30 H 0.499 -1.503 -1.438
31 H -0.270 -2.744 -0.500
32 H -0.235 -0.589 1.305
33 H -0.518 0.171 -0.240
34 H -2.345 -1.717 -0.568
35 H -1.676 -2.012 2.380
36 H -1.703 -3.207 1.081
37 H -3.701 -3.343 2.639
38 H -4.095 -3.170 0.888
39 H -2.565 0.504 1.513
40 H -4.083 1.144 -0.755
41 H -2.491 2.994 -1.075
42 H -1.308 2.198 -0.025
43 H -2.833 2.745 0.661
44 H 3.589 0.123 -2.616
45 H 2.090 0.457 -1.775
46 H 2.896 2.494 -1.007
47 H 4.259 2.278 -2.103
48 H 4.344 1.757 -0.398
49 O -2.778 -3.585 -1.731
50 S -3.233 -4.519 -2.737
51 O -2.955 -5.924 -2.582
52 C -4.976 -4.245 -3.022
53 C -5.014 -3.186 -4.118
54 C -3.942 -3.598 -5.133
55 C -2.671 -3.942 -4.346
56 H -5.438 -3.938 -2.086
57 H -5.399 -5.190 -3.362
58 H -6.000 -3.134 -4.571
59 H -4.775 -2.206 -3.697
60 H -4.289 -4.472 -5.688
61 H -3.747 -2.806 -5.855
62 H -2.083 -4.737 -4.799
63 H -2.045 -3.070 -4.171
64 O 7.353 1.297 4.523
65 S 7.297 2.364 5.488
66 O 7.182 3.730 5.049
67 C 6.015 1.993 6.681
68 C 6.732 1.181 7.754
69 C 8.074 1.888 7.995
70 C 8.687 2.186 6.621
71 H 5.214 1.463 6.172
72 H 5.649 2.943 7.068
73 H 6.137 1.118 8.664
74 H 6.905 0.164 7.395
75 H 7.902 2.821 8.534
76 H 8.748 1.280 8.597
77 H 9.263 3.107 6.598
78 H 9.292 1.360 6.253
79 O 4.657 5.300 0.627
80 S 4.588 5.484 2.056
81 O 4.137 4.414 2.905
82 C 6.161 6.119 2.630
83 C 6.021 7.632 2.517
84 C 4.619 7.965 3.047
85 C 3.641 6.980 2.397
86 H 6.950 5.694 2.014
87 H 6.286 5.795 3.663
88 H 6.799 8.144 3.082
89 H 6.106 7.938 1.472
90 H 4.601 7.842 4.131
91 H 4.337 8.994 2.828
92 H 2.808 6.710 3.042
93 H 3.266 7.343 1.442
94 O -8.048 -2.514 -5.520
95 S -7.996 -3.628 -6.434
96 O -6.934 -4.600 -6.342
97 C -9.583 -4.456 -6.420
98 C -10.388 -3.733 -7.495
99 C -9.431 -3.539 -8.680
100 C -8.110 -3.000 -8.117
101 H -10.003 -4.384 -5.420
102 H -9.405 -5.500 -6.681
103 H -11.272 -4.303 -7.777
104 H -10.719 -2.763 -7.119
105 H -9.259 -4.498 -9.172
106 H -9.841 -2.857 -9.423
107 H -7.237 -3.346 -8.666
108 H -8.102 -1.914 -8.051

orbital gap	10.24	eV
SMILES	CCOP(=O)(CCC[C@H]1CCS(=O)(=O)O[C@@H]1[C@@H](C)F)OCC.O=S1(=O)CCCC1.O=S1(=O)CCCC1.O=S1(=O)CCCC1.O=S1(=O)CCCC1
total charge	0
HOMO energy	-9.722	eV
largest force on an atom	0.43	eV/Å
electronic energy	-125862.78392	eV

Results of the Löwdin charge analysis, in e, for atoms 1 through 2:
1. C -0.064
2. C -0.240